[1]
This record from OMol25 describes the molecule C18H22N2O5S. The level of theory is the ωB97M-V functional and the def2-TZVPD basis.

The LUMO energy comes out at 0.701 eV.

Geometry (Å):
C -5.921 -2.827 -0.762
C -5.381 -2.632 0.652
O -5.207 -1.270 0.986
C -4.157 -0.574 0.469
C -4.146 0.795 0.744
C -3.128 1.605 0.290
C -2.073 1.067 -0.447
N -1.044 1.912 -0.908
C -0.201 1.505 -2.013
C 0.943 0.554 -1.608
O 0.922 -0.628 -1.882
N 1.915 1.195 -0.924
C 3.085 0.680 -0.354
C 3.892 1.575 0.351
C 5.056 1.124 0.936
C 5.439 -0.205 0.838
C 4.634 -1.098 0.138
O 4.902 -2.421 -0.026
C 6.086 -2.944 0.526
C 3.454 -0.651 -0.457
S -0.506 3.136 0.087
C -0.103 2.301 1.643
O -1.536 4.092 0.339
O 0.713 3.642 -0.492
C -2.077 -0.296 -0.718
C -3.110 -1.106 -0.273
H -6.089 -3.884 -0.948
H -6.862 -2.294 -0.873
H -5.221 -2.444 -1.501
H -6.111 -2.996 1.380
H -4.447 -3.189 0.794
H -4.962 1.208 1.315
H -3.150 2.662 0.494
H 0.219 2.415 -2.445
H -0.824 1.006 -2.759
H 1.780 2.198 -0.793
H 3.600 2.611 0.426
H 5.685 1.814 1.479
H 6.356 -0.525 1.305
H 6.092 -4.000 0.260
H 6.100 -2.846 1.616
H 6.974 -2.461 0.106
H 2.845 -1.355 -0.997
H -1.013 1.863 2.032
H 0.643 1.543 1.444
H 0.280 3.051 2.324
H -1.278 -0.751 -1.279
H -3.067 -2.157 -0.512

natural (NBO) population analysis, charges in e, atoms 1 to 4:
1 C -0.64
2 C -0.06
3 O -0.49
4 C 0.30

***

[2]
This record from OMol25 describes a cluster of 2 separate species, C2HCl2NS in total. The level of theory is the ωB97M-V functional and the def2-TZVPD basis.

The LUMO energy (spin up / spin down) comes out at -2.159 / -1.853 eV.

Geometry (Å):
C -0.553 0.277 -0.041
C -1.566 -0.588 0.232
N 0.349 0.993 -0.244
S 3.327 0.677 0.046
Cl -1.828 -0.895 1.892
Cl -2.059 -1.666 -1.001
H 2.330 1.202 -0.885

natural (NBO) population analysis, charges in e, atoms 1 to 4:
1 C 0.18
2 C -0.16
3 N -0.27
4 S -0.16

***

The evaluated ΔE to the lowest compared entry with this formula, charge and spin for the records listed, in turn: 27.1, 66.8 kcal per mole.
The evaluated maximum force for the records listed, in turn: 1.02, 2.77 eV/A.